[1]
Below is a molecular structure, C29H38N4OS4SbTeTi, with properties calculated with wB97M-V/def2-TZVPD.

Positions of all 79 atoms, in Å:
Ti1 -1.3428 2.1936 -2.0023
C1 -2.8682 -1.2750 -2.5878
C2 -3.8083 -0.5778 -3.5762
N1 -4.6766 0.4505 -3.0519
C3 -5.0844 0.4107 -1.6647
C4 -4.6410 1.6301 -0.8604
N2 -3.2022 1.8662 -0.6297
C5 -2.5859 0.9513 0.3280
C6 -2.3374 -0.4303 -0.2986
N3 -2.0859 -0.3647 -1.7493
H1 -2.1895 -1.8995 -3.1789
H2 -3.4354 -1.9693 -1.9565
H3 -4.3857 -1.3779 -4.0681
H4 -3.2018 -0.1095 -4.3561
H5 -4.3030 1.3677 -3.2769
H6 -4.7701 -0.5202 -1.1898
H7 -6.1822 0.4105 -1.5878
H8 -5.1374 1.5829 0.1204
H9 -5.0156 2.5289 -1.3513
H10 -3.1620 2.8225 -0.2646
H11 -3.1930 0.8371 1.2373
H12 -1.6334 1.3935 0.6289
H13 -3.1939 -1.0821 -0.1168
H14 -1.4795 -0.8797 0.2102
H15 -1.0958 -0.5329 -1.8774
S1 -4.3436 6.5102 -4.4500
Sb1 -3.3454 5.3025 -2.7534
S2 -2.8029 3.1079 -3.6812
S3 -0.7626 3.9191 -0.9523
S4 -4.5947 5.1178 -0.8154
C7 3.8947 -4.2889 5.4689
C8 3.3841 -3.4589 4.3203
C9 2.6232 -4.0205 3.3074
C10 2.1371 -3.2587 2.2447
C11 1.3137 -3.9581 1.1912
C12 2.4174 -1.8858 2.1801
Te1 1.6615 -0.7265 0.4982
N4 0.2571 0.8512 -1.3680
C13 0.6606 0.9788 -2.5700
O1 -0.0007 1.7697 -3.4167
C14 1.8439 0.2872 -3.1892
C15 2.6970 1.0000 -4.0278
C16 3.8033 0.3848 -4.5933
C17 4.0557 -0.9605 -4.3508
C18 3.1932 -1.6840 -3.5391
C19 2.0963 -1.0601 -2.9594
C20 0.6701 0.6069 1.8009
C21 -0.2285 0.0692 2.7191
C22 -0.9604 0.8910 3.5618
C23 -0.8089 2.2677 3.4664
C24 0.0969 2.8004 2.5639
C25 0.8722 1.9885 1.7342
C26 1.8786 2.6134 0.8152
C27 3.2054 -1.3140 3.1927
C28 3.5742 0.1440 3.1795
C29 3.6667 -2.1023 4.2428
H16 3.5951 -5.3321 5.3620
H17 3.5065 -3.9245 6.4228
H18 4.9850 -4.2565 5.5282
H19 2.3938 -5.0819 3.3418
H20 1.1816 -5.0111 1.4458
H21 1.7881 -3.9042 0.2092
H22 0.3324 -3.4936 1.0829
H23 2.4690 2.0387 -4.2309
H24 4.4683 0.9530 -5.2333
H25 4.9166 -1.4434 -4.7983
H26 3.3750 -2.7368 -3.3562
H27 1.4177 -1.6195 -2.3264
H28 -0.3609 -1.0062 2.7659
H29 -1.6633 0.4600 4.2650
H30 -1.4031 2.9288 4.0856
H31 0.2035 3.8750 2.4787
H32 2.0265 3.6630 1.0682
H33 1.5253 2.5572 -0.2147
H34 2.8346 2.0874 0.8717
H35 3.8877 0.4530 2.1812
H36 4.3840 0.3442 3.8831
H37 2.7215 0.7709 3.4483
H38 4.2710 -1.6403 5.0190

Atoms 1-6, force components in eV/Å:
Ti -0.1 0.0 0.1
C 0.0 0.0 0.0
C 0.1 0.0 0.0
N 0.0 0.0 0.0
C 0.0 0.0 0.1
C 0.0 0.0 0.0

Summary:
Molar mass in g mol⁻¹: 884.15
Highest occupied orbital energy (alpha / beta) in Eh: -0.04595 / -0.07054
Relative energy (zero: lowest compared OMol25 entry of this formula, charge and spin) in kcal/mol: 33.9
Energy in eV: -118990.0334
Total charge: -2
Spin multiplicity: 2
Gap between HOMO and LUMO (alpha / beta) in hartree: 0.1741 / 0.1987

=====

[2]
Below is a molecular structure, C29H39AgN4OPTa at a distorted geometry, with properties calculated with wB97M-V/def2-TZVPD.

Positions of all 76 atoms, in Å:
N1 1.8722 -0.4570 -2.0829
C1 3.0820 -0.7368 -1.8519
O1 3.8843 -1.1703 -1.0541
Ag1 4.3210 -0.1967 -3.5356
Ta1 0.0262 -0.1970 -1.6620
N2 -0.7839 -1.7103 -2.6694
N3 -0.1847 1.6784 -2.4472
C2 -0.3166 -3.1027 -2.8522
C3 0.3520 3.0014 -2.0579
C4 0.7994 -3.1291 -3.8967
C5 -1.4310 -4.0316 -3.3240
C6 0.2335 -3.6065 -1.5108
C7 0.4382 3.9603 -3.2488
C8 -0.5614 3.7029 -1.0437
C9 1.7531 2.7883 -1.4905
H1 0.4356 -2.7395 -4.8556
H2 1.1237 -4.1705 -4.0434
H3 1.6730 -2.5389 -3.5970
H4 -2.2402 -4.0917 -2.5911
H5 -1.0224 -5.0438 -3.4498
H6 -1.8296 -3.7077 -4.2899
H7 1.1104 -3.0283 -1.1864
H8 0.5305 -4.6621 -1.6092
H9 -0.5349 -3.5148 -0.7314
H10 1.0128 3.5162 -4.0704
H11 0.9665 4.8655 -2.9122
H12 -0.5611 4.2696 -3.5851
H13 -1.5504 3.8853 -1.4806
H14 -0.1242 4.6831 -0.8032
H15 -0.6886 3.1457 -0.1103
H16 1.7779 2.1772 -0.5765
H17 2.1851 3.7663 -1.2461
H18 2.4002 2.3183 -2.2430
C10 -1.1288 1.6811 -3.5781
H19 -1.2242 0.7003 -4.0611
H20 -2.1361 2.0122 -3.2794
H21 -0.7789 2.3560 -4.3783
C11 -2.2368 -1.4383 -2.7585
H22 -2.8722 -2.1998 -2.2750
H23 -2.4911 -0.4853 -2.2632
H24 -2.5622 -1.3380 -3.8063
N4 -0.0907 -0.6924 0.1517
P1 -0.1019 -0.2352 1.7163
C12 1.5892 0.4429 1.8606
C13 2.5952 -0.5439 1.8587
C14 3.9116 -0.2181 2.1654
C15 4.2469 1.1228 2.3932
C16 3.2739 2.1172 2.2799
C17 1.9376 1.7896 2.0071
C18 -1.8042 0.4068 1.8890
C19 -2.7824 -0.5905 2.0985
C20 -4.1006 -0.2533 2.3958
C21 -4.4686 1.1026 2.4315
C22 -3.5217 2.0899 2.1385
C23 -2.1860 1.7566 1.8810
C24 -0.0667 -0.9513 3.4238
C25 0.0285 -2.2820 3.8368
C26 0.0539 -2.5892 5.2050
C27 0.0043 -1.5803 6.1762
C28 -0.0676 -0.2366 5.7727
C29 -0.0931 0.0631 4.4193
H25 2.3439 -1.5776 1.6126
H26 4.6739 -0.9982 2.2070
H27 5.2830 1.3863 2.6331
H28 3.5525 3.1681 2.3962
H29 1.1788 2.5630 1.8944
H30 -2.4951 -1.6466 2.0797
H31 -4.8376 -1.0344 2.5971
H32 -5.4956 1.3760 2.6867
H33 -3.8245 3.1441 2.1227
H34 -1.4446 2.5317 1.6953
H35 0.0856 -3.0747 3.0859
H36 0.1147 -3.6343 5.5247
H37 0.0226 -1.8236 7.2347
H38 -0.1045 0.5697 6.5137
H39 -0.1294 1.1197 4.1240

Atoms 1-6, force components in eV/Å:
N 7.0 -0.9 -1.3
C -4.8 -0.9 4.6
O 0.3 0.9 -2.8
Ag 0.4 0.2 -0.6
Ta -3.1 -0.2 -0.2
N -0.4 1.3 0.5

Summary:
Molar mass in g mol⁻¹: 779.45
Highest occupied orbital energy in Eh: -0.49412
Energy in eV: -53537.4406
Total charge: +2
Gap between HOMO and LUMO in hartree: 0.1650

=====

[3]
Below is a molecular structure, C29H39N8O4SSiW at a distorted geometry, with properties calculated with wB97M-V/def2-TZVPD.

Positions of all 83 atoms, in Å:
W1 0.1005 -0.6899 0.0107
C1 -1.6050 2.3591 -0.6829
N1 -0.4951 1.7893 -1.4110
C2 0.5906 2.6879 -1.7150
C3 1.8918 1.9551 -1.7677
N2 2.1399 0.8772 -1.1051
C4 3.4531 0.5525 -1.3912
C5 4.2255 -0.5155 -0.9398
C6 5.5245 -0.5975 -1.4010
C7 6.0544 0.3503 -2.2912
C8 5.3024 1.4177 -2.7463
C9 3.9986 1.4991 -2.2754
N3 2.9647 2.3951 -2.4974
C10 -1.2995 2.2393 0.7736
N4 -0.5613 1.2852 1.2665
C11 -0.6469 1.4162 2.6537
C12 -0.1436 0.6264 3.6830
C13 -0.4124 1.0197 4.9798
C14 -1.1741 2.1615 5.2659
C15 -1.7035 2.9398 4.2548
C16 -1.4302 2.5357 2.9563
N5 -1.8047 3.0512 1.7263
H1 -2.4977 1.7654 -0.8765
H2 -1.8087 3.4042 -0.9541
H3 -0.7556 1.1500 -2.1466
H4 0.6490 3.4144 -0.8966
H5 0.4386 3.2707 -2.6367
H6 3.8156 -1.2357 -0.2420
H7 6.1533 -1.4113 -1.0628
H8 7.0771 0.2472 -2.6315
H9 5.7175 2.1467 -3.4310
H10 2.9829 3.1864 -3.1150
H11 0.4096 -0.2765 3.4719
H12 -0.0365 0.4176 5.7971
H13 -1.3690 2.4299 6.2967
H14 -2.3165 3.8064 4.4680
H15 -2.5201 3.7385 1.5712
O1 -3.3280 0.3507 1.4127
S1 -2.6962 -0.8328 0.8367
O2 -3.5946 -1.9608 0.7154
O3 -1.4364 -1.2151 1.5914
O4 -2.0806 -0.4762 -0.5167
C17 2.6619 1.7770 1.6663
C18 2.6354 0.3022 1.9703
C19 3.5225 -0.2250 2.8886
C20 3.5427 -1.5919 3.1760
C21 2.6529 -2.4433 2.4810
C22 1.7814 -1.8868 1.5762
N6 1.7185 -0.5231 1.3328
N7 0.8531 -2.4637 0.7580
Si1 0.1519 -4.0328 0.9758
C23 -0.4519 -4.2796 2.7305
C24 1.4443 -5.3489 0.5942
C25 -1.2877 -4.2295 -0.1783
H16 3.3674 2.0045 0.8586
H17 2.9841 2.3201 2.5562
H18 1.6822 2.1417 1.3610
H19 4.2024 0.4501 3.3944
H20 4.2310 -1.9909 3.9099
H21 2.6415 -3.5127 2.6466
H22 0.3576 -4.2366 3.4630
H23 -0.9692 -5.2360 2.8469
H24 -1.1585 -3.4730 2.9418
H25 2.2579 -5.3309 1.3234
H26 1.8797 -5.1752 -0.3940
H27 1.0034 -6.3499 0.6030
H28 -2.1467 -3.6709 0.2017
H29 -1.5652 -5.2847 -0.2652
H30 -1.0595 -3.8548 -1.1761
C26 1.4030 -2.9088 -2.8540
C27 0.5082 -1.6709 -2.9704
C28 1.2020 -0.6479 -3.8847
C29 -0.8433 -2.0441 -3.5918
N8 0.3022 -1.1157 -1.6702
H31 1.5595 -3.3688 -3.8339
H32 0.9511 -3.6419 -2.1861
H33 2.3698 -2.6197 -2.4350
H34 1.3467 -1.0725 -4.8814
H35 2.1754 -0.3732 -3.4767
H36 0.5955 0.2578 -3.9870
H37 -0.7122 -2.4110 -4.6139
H38 -1.5007 -1.1719 -3.6064
H39 -1.3407 -2.8096 -2.9977

Atoms 1-6, force components in eV/Å:
W -1.4 0.1 0.7
C 0.2 0.0 -0.1
N -0.1 0.0 0.0
C -0.2 0.0 0.1
C 0.0 0.1 -0.1
N 0.3 0.4 0.0

Summary:
Molar mass in g mol⁻¹: 807.68
Highest occupied orbital energy (alpha / beta) in Eh: -0.05577 / -0.16260
Relative energy (zero: lowest compared OMol25 entry of this formula, charge and spin) in kcal/mol: 0.0
Energy in eV: -71361.8898
Total charge: -1
Spin multiplicity: 3
Gap between HOMO and LUMO (alpha / beta) in hartree: 0.1355 / 0.2420